1.
Density functional theory data (ωB97M-V with the def2-TZVPD basis set) for a single C20H16ClN3O4 molecule.

```
44
Properties=species:S:1:pos:R:3:lowdin_charge:R:1
O -2.1814 1.2732 2.6979 0.099
C -1.0671 0.8032 2.6412 -0.432
N -0.2527 1.0050 1.5754 0.177
C 0.9334 0.1936 1.6290 -0.374
C 2.2205 1.0125 1.7573 -0.073
C 2.7328 1.6848 0.4510 -0.136
C 1.6727 1.6140 -0.6671 -0.139
C 1.2091 0.1937 -0.9663 -0.197
N 0.1052 0.0842 -1.9182 0.090
C 0.1176 -0.7013 -3.0354 -0.356
O 1.0479 -1.4051 -3.4158 0.121
C -1.1211 -0.5401 -3.7694 -0.074
C -1.6379 -1.0598 -4.9397 0.010
C -2.8961 -0.6935 -5.3835 -0.052
C -3.6265 0.2739 -4.6890 -0.054
C -3.0747 0.8665 -3.5664 0.014
C -1.8562 0.4043 -3.0605 -0.073
C -1.0733 0.8298 -1.9165 -0.318
O -1.4032 1.5974 -1.0290 0.112
C 0.8218 -0.6266 0.3147 0.003
N 0.7203 -0.6129 2.8271 0.131
C -0.4609 -0.2201 3.4307 -0.116
C -0.8356 -0.7088 4.6461 0.023
C 0.0044 -1.6801 5.3264 -0.079
C 1.1160 -2.1480 4.6773 -0.542
Cl 2.0323 -3.3501 5.5470 0.693
C 1.4707 -1.6563 3.3202 -0.428
O 2.3935 -2.1550 2.7012 0.047
H -0.6884 1.2990 0.7073 0.112
H 3.0353 0.3360 2.1261 0.130
H 2.0623 1.8067 2.4913 0.124
H 3.5952 1.1082 0.1561 0.106
H 3.0411 2.7175 0.5750 0.112
H 0.8408 2.2907 -0.4830 0.107
H 2.1385 2.0148 -1.5516 0.116
H 2.0844 -0.3397 -1.3852 0.160
H -1.0575 -1.7314 -5.5434 0.121
H -3.3074 -1.1127 -6.2756 0.104
H -4.6024 0.5495 -5.0965 0.115
H -3.5851 1.6710 -3.0292 0.128
H 1.5131 -1.4482 0.4491 0.114
H -0.1798 -1.0586 0.2200 0.142
H -1.7793 -0.4039 5.1103 0.127
H -0.2225 -1.9772 6.3437 0.105
```

As for the HOMO-LUMO gap: 7.704 eV. The energy above the lowest of the compared OMol25 structures with the same formula, charge and spin comes out at 0.0 kcal/mol. The total energy comes out at -1697.2274 a.u. As for the HOMO energy: -8.60 eV.


2.
Density functional theory data (ωB97M-V with the def2-TZVPD basis set) for a single C5H5NO molecule.

```
12
Properties=species:S:1:pos:R:3:lowdin_charge:R:1
O -1.1704 -0.6276 -0.7940 0.038
C 0.1259 -0.9988 -0.6212 -0.019
C -0.4361 0.0522 -1.7858 -0.314
C -0.2315 0.9229 -2.6207 0.164
C 0.5554 -0.8682 0.7703 -0.288
C 0.3644 0.4892 1.3746 -0.113
N -0.4144 -0.6331 1.8389 0.049
H 0.0709 1.6149 -3.3820 0.038
H 1.4404 -1.4386 1.0126 0.129
H -0.1038 1.2451 0.7476 0.112
H 1.1419 0.8478 2.0435 0.110
H -1.3427 -0.6056 1.4162 0.094
```

As for the HOMO-LUMO gap (spin up / spin down): 7.793 / 7.562 eV. The energy above the lowest of the compared OMol25 structures with the same formula, charge and spin comes out at 176.6 kcal/mol. The total energy comes out at -323.2382 a.u. As for the HOMO energy (spin up / spin down): -8.24 / -8.30 eV.


3.
Density functional theory data (ωB97M-V with the def2-TZVPD basis set) for 2 unconnected molecules or ions with the total composition C4H6O2S.

```
13
Properties=species:S:1:pos:R:3:lowdin_charge:R:1
C -0.3690 -1.5303 -0.4873 -0.077
C 0.2074 -0.3465 -0.5478 0.001
C 0.0149 -1.0582 0.8491 -0.142
H -1.1395 -2.0504 -0.9910 0.079
H 0.7675 0.4974 -0.8003 0.047
H -0.7942 -0.7537 1.4335 0.053
H 0.7554 -1.4613 1.3967 0.034
O -0.7383 2.4029 2.1813 -0.014
C -0.1782 3.1304 1.3876 -0.611
S -0.2189 3.2530 -0.3415 0.957
O -1.4947 2.5532 -1.0350 -0.436
H 0.5134 3.9030 1.6131 0.048
H -1.8725 1.7930 -0.5721 0.060
```

As for the HOMO-LUMO gap: 9.682 eV. The energy above the lowest of the compared OMol25 structures with the same formula, charge and spin comes out at 107.0 kcal/mol. The total energy comes out at -704.5091 a.u. As for the HOMO energy: -9.40 eV.


4.
Density functional theory data (ωB97M-V with the def2-TZVPD basis set) for a molecular structure, C24H26F5N9O2S2Ti.

```
69
Properties=species:S:1:pos:R:3:lowdin_charge:R:1
Ti 0.0934 -0.5853 0.5946 0.907
N -0.3641 6.9781 0.2262 0.162
C -0.5824 5.6701 0.0037 -0.281
C -0.1768 4.7024 0.9524 0.001
C -0.3941 3.3720 0.7211 -0.055
C -1.0198 2.9674 -0.4676 -0.320
C -1.4326 3.9089 -1.4161 -0.032
C -1.2179 5.2401 -1.1807 0.002
S -1.2129 1.3110 -0.8115 0.723
O -1.9745 1.0862 -1.9915 -0.219
O 0.1820 0.6521 -0.8709 -0.399
N -1.6447 0.4323 0.4692 -0.203
C -3.0242 0.1091 0.5899 -0.491
N -3.2930 -1.1800 0.7050 0.134
C -4.5902 -1.4864 0.7982 -0.087
C -5.5824 -0.5261 0.7550 -0.015
C -5.1657 0.7905 0.6457 -0.074
N -3.8764 1.1187 0.5780 0.154
H 0.0694 7.2980 1.0737 0.119
H -0.6661 7.6744 -0.4317 0.120
H 0.3062 5.0216 1.8669 0.125
H -0.0775 2.6399 1.4533 0.084
H -1.9211 3.5842 -2.3247 0.126
H -1.5377 5.9732 -1.9097 0.126
H -4.8279 -2.5388 0.9001 0.121
H -6.6283 -0.7880 0.8080 0.117
H -5.8730 1.6106 0.6211 0.126
F 5.3048 2.5176 -2.2680 0.172
C 4.4968 2.0551 -1.3338 -0.119
C 3.8577 0.8364 -1.5116 -0.128
F 4.0359 0.1283 -2.6217 0.144
C 3.0213 0.3829 -0.5193 -0.221
F 2.3540 -0.7945 -0.7011 0.025
C 2.7777 1.0823 0.6467 -0.469
S 1.7115 0.4368 1.8928 0.813
C 3.4183 2.3028 0.7980 -0.223
F 3.2103 3.0273 1.8927 0.113
C 4.2723 2.7886 -0.1790 -0.124
F 4.8683 3.9576 -0.0156 0.163
N -1.5646 -1.1125 4.4695 0.118
C -0.6156 -2.1059 4.5220 -0.024
C -0.0063 -2.0891 3.3156 -0.122
N -0.5981 -1.1146 2.5187 -0.119
C -1.5292 -0.5386 3.2679 -0.133
H -2.1854 -0.8479 5.2196 0.181
H -0.4531 -2.7079 5.3979 0.137
H 0.8311 -2.6757 2.9805 0.110
H -2.1517 0.2918 2.9825 0.143
C -1.0265 -2.0506 -2.3759 -0.008
N 0.3223 -2.5805 -2.1643 -0.115
C 1.1814 -2.5482 -3.3487 -0.008
C 0.7439 -3.0302 -0.9846 -0.407
N 0.2317 -2.4824 0.1583 0.010
N 1.6776 -3.9799 -0.8968 -0.114
C 2.4727 -4.1425 0.3196 -0.013
C 1.8391 -5.0382 -1.8966 -0.008
H -1.4957 -2.6152 -3.1820 0.112
H -0.9857 -1.0036 -2.6706 0.073
H -1.6266 -2.1558 -1.4749 0.080
H 1.0732 -1.5662 -3.8088 0.108
H 0.8948 -3.3036 -4.0799 0.104
H 2.2219 -2.6797 -3.0682 0.096
H 0.1534 -3.1548 0.9119 0.079
H 2.0101 -4.8540 1.0082 0.105
H 2.6118 -3.1819 0.8104 0.085
H 3.4499 -4.5302 0.0392 0.107
H 1.8860 -5.9917 -1.3721 0.107
H 2.7560 -4.9097 -2.4709 0.105
H 0.9850 -5.0584 -2.5656 0.097
```

As for the HOMO-LUMO gap: 6.499 eV. Its charge is +2. The energy above the lowest of the compared OMol25 structures with the same formula, charge and spin comes out at 0.0 kcal/mol. The total energy comes out at -3718.2178 a.u. As for the HOMO energy: -13.19 eV.


5.
Density functional theory data (ωB97M-V with the def2-TZVPD basis set) for a molecular structure, C26H50Cl32IN4.

```
113
Properties=species:S:1:pos:R:3:lowdin_charge:R:1
C 2.1633 -4.6460 1.8550 -0.109
C 1.4430 -3.8873 0.8894 -0.084
C 0.3714 -3.1012 -0.0695 -0.241
C 0.2930 -3.5082 -1.6821 -0.099
N -0.5666 -2.3522 -2.1454 0.050
C -0.7746 -1.2913 -1.0876 -0.095
N -1.7515 -0.2952 -1.1050 0.102
C -2.7527 -0.0785 -2.2181 -0.144
C -3.6320 1.2940 -1.8469 -0.231
N -4.6568 1.0530 -0.7532 -0.044
N 0.2822 -1.5919 -0.0473 -0.073
C 1.5680 -0.7972 -0.0839 -0.220
C 1.9064 -0.0836 -1.5213 -0.311
C 3.3626 0.7117 -1.3107 -0.682
I 3.1417 2.8684 -0.9765 0.692
H 2.6609 -5.3658 2.6670 0.096
H -0.7079 -3.4141 0.3248 0.156
H -0.2640 -4.5520 -1.7783 0.151
H 1.3459 -3.5225 -2.2110 0.141
H -0.4952 -2.0518 -3.1421 0.148
H -1.8108 0.3722 -0.2804 0.145
H -2.2740 0.0766 -3.2801 0.138
H -3.5593 -0.9367 -2.3116 0.144
H -4.1453 1.7371 -2.8139 0.136
H -2.8665 2.1131 -1.4719 0.101
H -4.4552 0.1508 -0.2284 0.082
H -5.6319 0.9954 -1.1369 -0.014
H 1.4898 0.0873 0.7134 -0.009
H 2.5311 -1.4063 0.2268 0.140
H 1.1254 0.7363 -1.8418 0.071
H 2.0567 -0.8576 -2.4118 0.067
H 4.1367 0.4738 -2.1636 -0.026
H 3.8416 0.2635 -0.3141 0.066
C -8.3334 0.9149 -3.1546 -1.012
Cl -7.5403 -0.3913 -2.2660 0.504
Cl -7.7604 2.4954 -2.6082 0.524
H -8.1136 0.8054 -4.2194 0.035
H -9.4121 0.8519 -2.9922 -0.005
C 3.6584 0.3240 -5.2514 -1.000
Cl 4.1450 -1.2173 -4.5355 0.493
Cl 2.2226 0.9727 -4.4497 0.556
H 4.4778 1.0393 -5.1470 -0.100
H 3.4358 0.1700 -6.3101 0.041
C -10.0867 -0.8743 0.7620 -1.024
Cl -11.1241 -0.4248 2.1210 0.521
Cl -10.7388 -0.2663 -0.7644 0.520
H -9.0920 -0.4498 0.9182 0.025
H -10.0190 -1.9637 0.7112 0.033
C 5.8934 -3.2482 -1.8143 -1.014
Cl 5.1224 -3.8558 -0.3441 0.500
Cl 5.0820 -3.8638 -3.2591 0.476
H 5.8444 -2.1566 -1.8166 -0.001
H 6.9374 -3.5706 -1.8279 0.037
C -1.2207 -5.3084 4.0166 -0.973
Cl -1.3211 -4.3092 5.4714 0.496
Cl 0.1813 -4.8647 3.0356 0.642
H -1.1317 -6.3570 4.3106 0.033
H -2.1283 -5.1670 3.4246 0.028
C 7.3958 2.3243 -5.3561 -1.024
Cl 5.7404 2.8927 -5.1079 0.568
Cl 7.4360 0.5760 -5.6148 0.558
H 7.8157 2.8234 -6.2328 0.038
H 7.9915 2.5670 -4.4728 -0.064
C 1.1965 1.6200 3.6509 -1.016
Cl 0.5091 0.6357 2.3533 0.574
Cl 2.9536 1.7382 3.4971 0.530
H 0.7668 2.6235 3.6020 0.030
H 0.9536 1.1611 4.6124 -0.105
C 10.7540 -0.7593 -5.8969 -1.045
Cl 12.0162 0.4599 -5.6834 0.488
Cl 11.1337 -2.2324 -4.9965 0.499
H 9.8050 -0.3560 -5.5354 -0.056
H 10.6707 -1.0029 -6.9589 0.033
C 2.2860 1.6620 7.4957 -0.980
Cl 2.3447 3.2083 8.3504 0.525
Cl 0.7443 1.4579 6.6551 0.576
H 3.0971 1.6287 6.7643 0.020
H 2.4073 0.8513 8.2182 0.036
C -3.0255 -1.2010 7.2517 -1.027
Cl -2.2324 -2.5073 8.1404 0.486
Cl -2.4526 0.3795 7.7982 0.494
H -2.8057 -1.3105 6.1870 0.018
H -4.1042 -1.2641 7.4141 0.031
C -14.8140 0.4004 3.5620 -1.034
Cl -14.7553 1.9467 4.4167 0.506
Cl -16.3557 0.1963 2.7215 0.525
H -14.0029 0.3671 2.8306 -0.005
H -14.6927 -0.4103 4.2846 0.031
C 7.3649 1.9703 -0.7698 -0.984
Cl 6.6775 0.9860 -2.0674 0.543
Cl 9.1220 2.0884 -0.9236 0.527
H 6.9352 2.9738 -0.8187 0.031
H 7.1220 1.5114 0.1917 0.037
C -18.0070 -3.1370 1.4868 -1.041
Cl -19.6716 -2.9700 0.9157 0.501
Cl -16.9979 -3.9420 0.2790 0.490
H -17.5981 -2.1436 1.6869 -0.029
H -18.0037 -3.7292 2.4051 0.030
C -2.5683 2.5732 1.9984 -1.043
Cl -2.6686 3.5724 3.4533 0.538
Cl -1.1662 3.0168 1.0174 0.491
H -2.4792 1.5245 2.2925 0.010
H -3.4758 2.7145 1.4065 0.016
C 10.7770 4.4607 -3.3596 -1.006
Cl 9.1124 4.6277 -3.9306 0.563
Cl 11.7861 3.6556 -4.5673 0.508
H 11.1859 5.4540 -3.1594 0.035
H 10.7804 3.8685 -2.4412 -0.031
C 10.2063 4.3392 2.2141 -1.019
Cl 10.8281 4.5098 0.5681 0.484
Cl 8.5349 4.9043 2.3244 0.498
H 10.2454 3.2858 2.5018 0.030
H 10.8271 4.9301 2.8919 0.032
```

As for the HOMO-LUMO gap: 7.836 eV. Its charge is +1. The total energy comes out at -16262.8862 a.u. As for the HOMO energy: -11.37 eV.


6.
Density functional theory data (ωB97M-V with the def2-TZVPD basis set) for a gas-phase ion, C5H12NO (charge +1).

```
19
Properties=species:S:1:pos:R:3:lowdin_charge:R:1
N -0.8203 0.0981 1.9027 0.202
C -1.3148 1.2096 1.0248 -0.077
C -0.9132 1.3694 -0.2440 -0.049
C -0.6818 0.1951 -1.2089 -0.153
C 0.8144 -0.0564 -1.4430 -0.156
C 1.2899 -1.2071 -0.5515 -0.194
O 1.7799 -0.7004 0.7362 -0.089
H 0.0694 -0.2620 1.4830 0.126
H -1.0923 0.2476 2.8654 0.173
H -1.2899 -0.7459 1.4972 0.172
H -2.0866 1.7899 1.5305 0.128
H -0.8820 2.3896 -0.6099 0.126
H -1.1542 -0.6279 -0.6487 0.098
H -1.2761 0.3819 -2.1034 0.130
H 1.0042 -0.3999 -2.4744 0.127
H 1.3591 0.8600 -1.2814 0.119
H 0.4336 -1.7962 -0.2602 0.102
H 2.0872 -1.7402 -1.0466 0.125
H 2.6733 -1.0053 0.8323 0.090
```

As for the HOMO-LUMO gap: 10.303 eV. Its charge is +1. The energy above the lowest of the compared OMol25 structures with the same formula, charge and spin comes out at 53.1 kcal/mol. The total energy comes out at -327.3750 a.u. As for the HOMO energy: -13.90 eV.